Entry 1:
Below is 2 unconnected molecules or ions with the total composition C2H3N2O, with properties calculated with the ωB97M-V functional and the def2-TZVPD basis.

Structure (XYZ):
```
8
Properties=species:S:1:pos:R:3:nbo_charge:R:1
O 1.128 -1.538 0.926 -0.361
N 0.146 0.293 -3.214 -0.734
N 0.991 -0.319 0.576 0.176
C -0.319 0.189 0.903 -0.539
C 0.335 0.176 -2.084 -0.207
H -1.035 0.466 0.042 0.280
H -0.896 -0.461 1.472 0.181
H -0.350 1.195 1.380 0.203
```

Output
Net charge   -1
Orbital gap   7.80 eV
Strongest force on any atom   0.08399 hartree/bohr
ΔE to the lowest compared entry with this formula, charge and spin   57.6 kcal per mole
Energy   -262.660899 Ha

Entry 2:
Below is 2 unconnected molecules or ions with the total composition C6H17NO, with properties calculated with the ωB97M-V functional and the def2-TZVPD basis.

Structure (XYZ):
```
25
Properties=species:S:1:pos:R:3:nbo_charge:R:1
O -1.762 -2.975 -1.116 -0.955
N -1.055 -0.267 3.224 -0.777
C 0.912 1.300 -1.538 -0.399
C 0.790 -0.435 1.415 -0.433
C -0.051 -0.147 0.132 -0.414
C -0.042 1.336 -0.337 -0.411
C 0.319 0.296 2.773 -0.234
C 0.136 0.890 -2.793 -0.613
H -0.428 -0.127 -2.619 0.198
H 1.076 0.049 3.526 0.192
H 0.509 1.351 2.544 0.196
H 1.845 -0.257 1.216 0.205
H 1.450 2.256 -1.686 0.203
H 0.149 -0.845 -0.696 0.201
H -0.529 1.781 -3.225 0.208
H -1.386 -2.917 -2.025 0.481
H 1.623 0.499 -1.425 0.189
H 0.404 1.955 0.516 0.204
H 0.802 0.596 -3.584 0.209
H -0.940 1.721 -0.804 0.214
H -1.094 -2.902 -0.415 0.478
H -1.553 -0.135 2.268 0.333
H -0.898 -1.205 2.918 0.334
H -1.129 -0.352 0.285 0.198
H 0.849 -1.466 1.449 0.194
```

Output
SMILES string   CCCCCCN.O
Net charge   0
Orbital gap   10.78 eV
Strongest force on any atom   0.08501 hartree/bohr
ΔE to the lowest compared entry with this formula, charge and spin   52.9 kcal per mole
Energy   -368.716595 Ha

Entry 3:
Below is a molecular structure, C37H32BN7O4Sn, with properties calculated with the ωB97M-V functional and the def2-TZVPD basis.

Structure (XYZ):
```
82
Properties=species:S:1:pos:R:3:lowdin_charge:R:1
Sn -0.088 -0.068 0.228 1.490
O -0.804 -4.031 0.430 0.176
O -3.644 1.754 -2.243 0.181
O -0.149 -1.943 0.906 -0.099
O -2.087 1.702 -0.624 0.081
N 1.994 -0.104 0.713 -0.003
N 2.490 1.077 1.194 0.050
N 1.194 2.482 -0.418 0.067
N -1.773 -0.937 -0.901 0.078
N -0.410 1.141 1.853 -0.014
N 0.605 1.433 -1.075 -0.020
N 0.410 2.223 2.000 0.064
C -0.923 2.106 3.770 0.087
C 0.813 4.037 3.651 0.015
C -0.182 0.866 -3.331 -0.179
C 2.626 -4.800 0.685 -0.045
C 3.709 0.857 1.717 -0.222
C -2.965 -2.027 4.150 -0.038
C -3.861 -2.262 3.115 -0.049
C -2.759 1.159 -1.472 -0.470
C 1.369 3.487 -1.290 -0.217
C 2.916 -1.060 0.916 -0.195
C 2.815 -3.533 1.217 -0.008
C 2.017 4.777 -0.924 0.012
C 0.879 3.082 -2.527 0.080
C 2.734 -2.420 0.389 -0.192
C 4.007 -0.489 1.561 0.081
C -2.122 -0.928 4.110 -0.001
C -1.762 -2.264 -0.808 -0.145
C -0.410 -1.358 -4.238 -0.055
C -1.228 1.057 2.919 -0.190
C -0.834 -2.853 0.237 -0.522
C -1.071 1.343 -4.292 -0.020
C 2.367 -4.961 -0.668 -0.058
C -1.307 -0.878 -5.186 -0.054
C 0.412 1.788 -2.355 -0.210
C 4.538 1.939 2.317 0.011
C -3.572 -1.038 -2.439 0.061
C 0.153 -0.488 -3.319 -0.044
C 0.107 2.820 3.163 -0.215
C -2.691 -0.320 -1.664 -0.159
C -3.096 -0.280 1.998 -0.053
C -3.518 -2.432 -2.400 0.038
C 2.306 -3.853 -1.502 -0.064
C -2.624 -3.054 -1.551 0.069
C -3.935 -1.383 2.043 -0.063
C 2.491 -2.583 -0.974 -0.053
C -2.176 -0.061 3.022 -0.179
C -1.632 0.472 -5.214 -0.044
B 1.652 2.371 1.068 -0.460
H -4.303 -0.515 -3.039 0.143
H 3.051 4.622 -0.618 0.098
H 2.150 -3.981 -2.566 0.109
H 0.913 3.642 -3.446 0.136
H -1.407 -0.749 4.903 0.128
H 0.384 4.353 4.598 0.097
H 5.467 1.520 2.694 0.096
H 4.923 -0.984 1.836 0.136
H 2.679 -5.665 1.332 0.119
H 4.020 2.422 3.145 0.087
H 2.228 -5.953 -1.076 0.116
H -4.516 -3.121 3.156 0.117
H 2.280 3.327 1.380 0.126
H -2.315 0.849 -5.964 0.121
H 2.528 -1.718 -1.627 0.102
H -4.200 -3.016 -3.004 0.137
H -2.575 -4.127 -1.430 0.145
H -4.670 -1.544 1.263 0.112
H -2.923 -2.707 4.990 0.120
H -3.692 2.699 -2.021 0.167
H -1.731 -1.552 -5.919 0.119
H 2.009 5.444 -1.782 0.096
H -3.184 0.466 1.217 0.100
H -0.128 -2.403 -4.238 0.117
H 0.897 -0.855 -2.619 0.086
H 1.490 5.263 -0.103 0.095
H 0.717 4.857 2.939 0.098
H 1.874 3.844 3.802 0.087
H -1.324 2.396 -4.317 0.128
H 4.782 2.703 1.578 0.096
H -1.411 2.331 4.703 0.138
H 3.005 -3.407 2.275 0.128
```

Output
Net charge   +2
Orbital gap   7.18 eV
Strongest force on any atom   0.00241 hartree/bohr
ΔE to the lowest compared entry with this formula, charge and spin   2.8 kcal per mole
Energy   -2352.278784 Ha

Entry 4:
Below is a molecular structure, C28H37BNO3Pm, with properties calculated with the ωB97M-V functional and the def2-TZVPD basis.

Structure (XYZ):
```
71
Properties=species:S:1:pos:R:3:lowdin_charge:R:1
Pm -0.549 0.690 -0.006 1.674
O 2.936 2.079 -0.004 0.065
O -0.382 -2.021 0.766 -0.028
O 1.136 3.427 0.707 0.031
N -0.025 -4.198 0.836 0.079
C 4.461 3.680 -0.855 -0.017
C 0.136 1.371 -2.385 -0.227
C 0.968 -2.952 -1.046 -0.040
C -0.921 -3.260 -2.712 -0.044
C 4.202 3.344 1.573 -0.020
C 2.211 5.445 1.281 -0.018
C -0.590 -4.146 2.203 -0.117
C -1.252 1.050 -2.452 -0.229
C -4.102 -3.061 3.206 -0.083
C 0.300 -2.401 -2.362 -0.486
C 1.813 4.890 -1.085 -0.014
C -4.247 -4.428 1.208 -0.079
C -1.382 -0.364 -2.344 -0.147
C -2.853 -4.565 1.207 -0.045
C 3.462 3.389 0.237 -0.501
C 1.339 -2.548 -3.491 -0.044
C -1.982 0.594 2.271 -0.201
C 0.136 -3.024 0.218 -0.437
C -2.713 -3.202 3.194 -0.047
C 2.186 4.313 0.280 -0.497
C -3.042 1.254 0.329 -0.237
C -2.854 0.160 1.227 -0.206
C 0.857 0.150 -2.241 -0.158
C -2.086 -3.946 2.190 -0.229
C -0.073 -0.931 -2.235 -0.289
C -4.874 -3.680 2.211 -0.092
C -1.608 1.946 2.001 -0.233
C -2.263 2.358 0.800 -0.244
B 1.628 2.197 0.336 -0.647
H 1.331 -3.966 -1.273 0.119
H 5.272 2.941 -0.813 0.095
H 2.980 6.172 1.002 0.093
H 2.405 5.091 2.299 0.087
H -4.585 -2.478 3.992 0.106
H 0.828 5.374 -1.013 0.099
H -0.623 -4.310 -2.821 0.088
H 0.514 -5.029 0.555 0.160
H -3.346 -0.811 1.176 0.098
H 0.940 -2.153 -4.439 0.102
H -2.164 3.335 0.318 0.112
H 2.267 -2.009 -3.267 0.083
H 1.943 0.047 -2.165 0.118
H -2.094 -2.728 3.964 0.117
H 4.904 4.673 -0.701 0.095
H 4.707 4.300 1.756 0.090
H 4.976 2.566 1.529 0.095
H 3.544 3.121 2.424 0.099
H -2.312 -0.936 -2.393 0.113
H 4.015 3.642 -1.856 0.089
H -1.702 0.004 3.144 0.099
H -3.675 1.241 -0.560 0.103
H -0.331 -5.092 2.683 0.130
H 1.593 -3.602 -3.653 0.084
H -2.350 -5.155 0.433 0.111
H -2.072 1.764 -2.538 0.105
H -0.131 -3.325 2.771 0.127
H 1.762 4.136 -1.882 0.079
H -4.835 -4.912 0.427 0.102
H -1.699 -3.198 -1.943 0.084
H 0.572 2.368 -2.436 0.093
H 1.243 5.956 1.273 0.095
H -5.965 -3.584 2.226 0.104
H -1.347 -2.929 -3.669 0.096
H 1.862 -2.346 -0.840 0.140
H -0.935 2.558 2.604 0.104
H 2.539 5.661 -1.375 0.093
```

Output
Net charge   0
Orbital gap (spin up / spin down)   6.54 / 6.49 eV
Strongest force on any atom   0.08308 hartree/bohr
2S+1   5
Energy   -2002.939980 Ha

Entry 5:
Below is a molecular structure, C23H34NO4PtSi, with properties calculated with the ωB97M-V functional and the def2-TZVPD basis.

Structure (XYZ):
```
64
Properties=species:S:1:pos:R:3:nbo_charge:R:1
Pt -0.123 -1.003 -1.338 0.851
Si 2.757 0.094 -2.138 1.822
O -1.916 -2.256 1.309 -0.748
O -0.451 0.994 0.812 -0.545
O 0.581 -2.197 0.240 -0.816
O 1.451 -3.234 1.995 -0.682
N 1.254 0.541 -1.403 -1.108
C -0.929 -3.091 1.911 0.129
C 2.826 0.523 -3.973 -1.133
C 0.378 4.453 -0.057 -0.264
C -0.146 3.348 0.595 -0.261
C -0.964 -2.871 3.416 -0.614
C -1.686 -0.691 -2.639 -0.729
C 1.183 4.246 -1.170 -0.211
C 4.181 0.949 -1.252 -1.134
C -1.416 0.745 2.958 -0.283
C -1.252 -4.545 1.567 -0.612
C 3.027 -1.747 -2.008 -1.146
C -0.024 0.725 4.923 -0.250
C 1.103 0.880 4.122 -0.198
C 1.453 2.962 -1.606 -0.258
C -0.289 0.922 2.175 0.383
C 0.959 1.812 -0.952 0.120
C -3.565 0.813 -3.374 -0.599
C 0.492 -2.799 1.372 0.780
C -3.459 0.046 -0.992 -0.603
C -1.278 0.651 4.336 -0.195
C 0.141 2.065 0.165 0.308
C 0.977 0.979 2.747 -0.274
C -2.636 0.431 -2.219 -0.246
H 2.307 -2.298 -2.617 0.242
H 1.595 5.090 -1.711 0.199
H 2.060 2.813 -2.489 0.204
H -1.242 -0.463 -3.617 0.193
H 2.809 1.593 -4.187 0.221
H -2.251 -1.624 -2.760 0.193
H 0.079 0.642 5.998 0.205
H -4.183 -0.043 -3.663 0.190
H -2.037 1.317 -1.968 0.195
H 1.966 0.069 -4.474 0.236
H 0.151 5.452 0.291 0.202
H 1.844 1.086 2.107 0.231
H -1.974 -3.060 3.787 0.193
H -4.147 0.848 -0.708 0.190
H -0.690 -1.843 3.655 0.218
H 2.088 0.910 4.569 0.208
H -2.994 1.125 -4.251 0.198
H -0.514 -5.213 2.013 0.213
H -2.383 0.665 2.477 0.233
H -0.260 -3.539 3.910 0.219
H -4.234 1.632 -3.094 0.193
H 3.735 0.105 -4.419 0.223
H -2.804 -0.156 -0.146 0.222
H -2.158 0.504 4.950 0.207
H -2.245 -4.797 1.946 0.197
H 2.918 -2.100 -0.981 0.271
H 4.207 0.610 -0.213 0.237
H -1.439 -1.737 0.641 0.481
H -4.048 -0.855 -1.193 0.193
H 4.082 2.035 -1.246 0.233
H 5.140 0.695 -1.712 0.224
H -1.250 -4.682 0.485 0.213
H -0.785 3.470 1.462 0.216
H 4.033 -1.997 -2.364 0.221
```

Output
Net charge   -1
Orbital gap (spin up / spin down)   6.68 / 7.25 eV
Strongest force on any atom   0.00536 hartree/bohr
2S+1   3
ΔE to the lowest compared entry with this formula, charge and spin   1.6 kcal per mole
Energy   -1661.409605 Ha

- What is the energy in the first record?
  -262.660899 Ha